[1]
Computed, not measured: C12H24MnN6O6 as an isolated structure at a distorted geometry, with ωB97M-V with the def2-TZVPD basis set.

```
49
Properties=species:S:1:pos:R:3:mulliken_charge:R:1
H -2.68 0.34 -0.90 0.25
H -2.26 -2.75 2.09 0.39
H -2.56 -3.81 0.67 0.35
C 2.22 1.68 -0.88 0.70
C -1.78 0.93 -0.58 -0.68
H -0.56 0.22 2.08 0.33
H -1.48 -4.47 -1.51 0.34
O 0.00 1.50 1.79 -0.66
Mn -0.18 0.10 -0.71 -0.30
C 2.89 -1.81 0.37 -0.47
H 0.06 -4.87 -0.68 0.30
C 1.54 2.09 0.29 0.01
H 4.37 2.07 -0.84 0.25
O -4.34 2.79 -1.43 -0.63
H 3.33 3.37 -1.52 0.45
O 1.02 -2.06 -2.45 -0.46
N 1.81 -1.05 0.70 0.54
H -1.52 1.20 -1.69 0.16
H -4.04 3.37 -0.69 0.32
O 2.46 -0.07 -2.30 -0.60
C -0.43 -2.75 -0.83 0.68
N -0.85 -1.07 0.67 0.65
H -2.04 1.97 -0.24 0.19
O 0.34 -0.16 -4.11 -0.86
C -1.79 -3.32 1.30 -1.50
C -1.04 -2.38 0.40 0.12
H -4.94 2.09 -1.20 0.31
H 4.73 -2.45 1.51 0.44
N 0.42 1.36 0.55 0.87
H 1.67 -1.26 -2.65 0.40
C 3.80 -1.92 1.40 -0.69
C -0.43 -4.15 -1.36 -1.54
H 1.12 3.69 1.61 0.33
H 3.04 -2.26 -0.60 0.41
H 3.58 1.85 -2.42 0.43
C 3.46 2.29 -1.43 -1.58
N 3.22 -1.19 2.44 -0.07
N 0.16 -1.72 -1.50 0.53
C 2.00 3.12 1.27 -1.43
N 1.71 0.55 -1.47 0.64
H 1.43 -0.11 2.61 0.46
H 2.72 3.80 0.79 0.39
O -0.97 -0.75 1.98 -0.60
C 2.04 -0.71 1.97 -0.55
H 2.50 2.71 2.17 0.24
H 0.08 -4.16 -2.32 0.41
H -0.70 -0.19 -4.02 0.10
H 3.58 -1.01 3.40 0.29
H -1.16 -4.12 1.74 0.29
```

The expectation value of S² is 8.939. The HOMO-LUMO gap (alpha / beta) comes out at 4.9998 / 3.7250 eV. The multiplicity is 6. For the LUMO energy (alpha / beta), the calculation gives -1.08 / -2.18 eV. The total charge is 0. The value obtained for the HOMO energy (alpha / beta) is -6.0772 / -5.9010 eV.

---

[2]
Computed, not measured: one molecule with the formula C12H24N2O6, with ωB97M-V with the def2-TZVPD basis set.

```
44
Properties=species:S:1:pos:R:3:mulliken_charge:R:1
C -2.24 2.44 0.51 -0.59
O 1.94 2.31 -1.12 -0.41
O 0.61 -0.97 0.39 -0.91
C -3.07 -0.68 -0.07 0.48
H -2.52 3.31 1.10 0.36
N -2.13 -0.04 0.66 0.14
N 2.48 0.26 0.74 -0.13
H 0.81 2.58 -2.73 0.35
C 2.19 2.63 0.22 -0.56
O -1.35 -1.69 -1.51 -0.52
C -2.42 1.18 1.37 -0.95
H 4.18 -2.16 0.90 0.37
C 0.72 2.77 -1.66 -0.90
C 2.72 -1.87 -0.35 0.34
H 2.17 1.74 2.19 0.35
H 1.64 3.53 0.53 0.32
H 0.62 3.85 -1.49 0.35
C -0.53 2.07 -1.13 0.14
H 3.47 0.30 0.53 0.31
H 2.16 -3.49 0.96 0.36
H 0.76 1.32 1.19 -0.22
C -2.41 -3.07 0.19 -1.16
H -2.90 2.37 -0.36 0.38
O -4.23 -0.34 -0.10 -0.69
C 1.84 1.48 1.18 -0.11
H -3.36 -3.24 0.70 0.41
H 3.27 2.83 0.29 0.45
H -3.46 1.14 1.69 0.52
H -1.34 2.19 -1.86 0.60
O 4.07 -1.72 0.05 -0.61
H -3.29 -2.18 -1.57 0.38
H 2.72 -1.66 -1.43 0.23
H -1.65 -2.83 0.94 0.19
H -0.63 -1.57 -0.87 0.16
H 2.82 -4.01 -0.60 0.38
H -0.33 1.00 -1.02 0.05
H -1.77 1.24 2.25 0.33
C 1.82 -0.81 0.30 0.34
H -2.12 -3.98 -0.32 0.34
H 1.18 -3.36 -0.50 0.28
O -0.91 2.67 0.10 -0.39
C 2.19 -3.27 -0.10 -1.25
H -1.17 -0.35 0.63 0.15
C -2.55 -1.92 -0.81 0.36
```

The HOMO-LUMO gap comes out at 9.4665 eV. For the LUMO energy, the calculation gives 0.48 eV. The total charge is 0. The value obtained for the HOMO energy is -8.9885 eV.

---

[3]
Computed, not measured: a 2-piece molecular cluster, C12H24N2O7 overall at a distorted geometry, with ωB97M-V with the def2-TZVPD basis set.

```
45
Properties=species:S:1:pos:R:3:mulliken_charge:R:1
H 3.54 -2.90 2.49 0.35
H 0.13 -1.37 2.78 0.32
C -2.83 1.12 -2.50 0.90
H -4.10 3.09 -1.89 0.15
H -1.25 2.42 0.14 -0.11
H 1.36 0.44 -0.10 0.31
H -1.90 -0.73 -3.01 0.35
N -4.11 3.60 -1.01 -0.06
H 0.02 0.90 1.77 0.25
O 4.28 -3.39 0.59 -0.37
C 4.73 -4.72 0.91 -0.32
H -1.19 -0.20 1.08 0.41
O -3.41 1.98 -3.15 -0.76
C 5.44 -4.86 2.27 0.56
H -0.49 4.33 -1.14 0.43
H 3.78 -0.88 0.99 0.30
C -2.91 -0.32 -2.93 -1.28
C 0.58 -1.18 1.80 -0.66
H 2.43 -1.49 0.03 0.31
C -0.11 0.01 1.15 -0.17
C -1.80 2.66 -0.77 0.80
H -5.19 4.85 0.30 0.36
C 2.87 -1.48 1.03 -0.36
O 6.02 -3.77 2.83 -0.41
H 5.44 -5.04 0.14 0.29
C -2.98 3.53 -0.28 0.39
H -5.43 5.17 -1.43 0.30
H 6.41 -4.09 3.66 0.34
H 0.43 -2.08 1.19 0.33
H -3.48 -0.88 -2.20 0.30
C 3.22 -2.91 1.44 -0.52
C -0.83 3.43 -1.66 -1.53
H -6.17 3.74 -0.68 0.30
H -1.62 0.58 -1.02 0.08
C -5.29 4.38 -0.68 -0.98
H 0.04 2.81 -1.89 0.34
H 2.34 -3.55 1.35 0.26
H 3.88 -5.41 0.89 0.30
N -2.11 1.37 -1.41 0.00
H -3.40 -0.38 -3.90 0.34
O 1.98 -0.89 1.99 -0.39
O 0.41 0.24 -0.17 -0.58
H -1.32 3.72 -2.59 0.35
O -2.87 4.14 0.78 -0.70
O 5.45 -5.96 2.79 -0.56
```

The HOMO-LUMO gap comes out at 9.6794 eV. For the LUMO energy, the calculation gives 0.47 eV. The total charge is 0. The value obtained for the HOMO energy is -9.2047 eV.